{"formula": "C3H8NO2", "method": "ωB97M-V with the def2-TZVPD basis set", "elements": ["C", "C", "C", "O", "O", "N", "H", "H", "H", "H", "H", "H", "H", "H"], "positions_angstrom": [[0.00, 0.90, 0.20], [-0.21, -0.49, 0.19], [-2.02, 0.43, -0.12], [-2.70, -0.67, -0.02], [-2.38, 1.53, -0.03], [2.70, -0.68, -0.43], [-0.07, 1.31, -0.79], [-0.04, 1.34, 1.19], [-0.24, -1.03, 1.13], [-0.22, -1.11, -0.69], [-3.46, -0.51, 0.58], [2.34, -0.01, -1.10], [3.70, -0.75, -0.60], [2.59, -0.25, 0.49]], "total_charge": 1, "spin_multiplicity": 1, "gap_ev": 8.0, "e_homo_ha": -0.51719, "de_lowest_kcal_mol": 110.8}